[1]
{
  "formula": "C35H26F12N2O6PSc",
  "method": "the ωB97M-V functional and the def2-TZVPD basis",
  "elements": ["Sc", "C", "C", "C", "C", "C", "N", "C", "C", "C", "C", "C", "C", "C", "C", "O", "C", "F", "F", "F", "C", "F", "F", "F", "C", "C", "C", "O", "C", "F", "F", "F", "C", "F", "F", "F", "H", "H", "H", "H", "H", "H", "H", "H", "H", "H", "H", "H", "O", "C", "O", "C", "C", "C", "N", "C", "C", "C", "O", "O", "H", "H", "H", "C", "P", "C", "C", "C", "C", "C", "C", "C", "H", "H", "H", "H", "H", "H", "H", "H", "H", "H", "H"],
  "positions_angstrom": [[-0.507, -0.850, 1.399], [4.327, 4.074, 0.724], [3.024, 3.319, 0.719], [2.252, 3.196, -0.427], [1.066, 2.489, -0.397], [0.564, 1.900, 0.774], [-0.665, 1.235, 0.792], [-1.788, 1.850, 0.270], [-1.753, 3.189, -0.182], [-2.810, 3.814, -0.811], [-4.008, 3.151, -1.020], [-5.158, 3.773, -1.765], [-4.113, 1.886, -0.460], [-3.081, 1.231, 0.206], [-3.473, -0.015, 1.037], [-2.452, -0.684, 1.616], [-4.253, -1.090, 0.201], [-3.493, -1.525, -0.804], [-5.424, -0.700, -0.355], [-4.554, -2.148, 0.970], [-4.409, 0.480, 2.196], [-4.585, -0.462, 3.132], [-5.651, 0.836, 1.781], [-3.896, 1.551, 2.812], [1.391, 1.949, 1.923], [2.579, 2.673, 1.866], [0.961, 1.178, 3.197], [0.601, -0.106, 2.938], [2.134, 1.080, 4.222], [1.861, 0.240, 5.222], [3.256, 0.609, 3.647], [2.464, 2.269, 4.790], [-0.208, 1.970, 3.907], [-0.193, 1.849, 5.257], [-0.134, 3.297, 3.659], [-1.399, 1.549, 3.511], [4.458, 4.634, -0.203], [4.374, 4.782, 1.554], [5.181, 3.398, 0.826], [2.585, 3.641, -1.359], [0.480, 2.397, -1.302], [-0.854, 3.765, -0.024], [-2.690, 4.842, -1.141], [-4.990, 4.840, -1.919], [-5.297, 3.316, -2.749], [-6.097, 3.656, -1.219], [-5.077, 1.404, -0.515], [3.200, 2.761, 2.745], [-0.860, -2.839, -5.621], [-0.822, -3.608, -4.639], [-0.708, -4.847, -4.599], [-0.879, -2.907, -3.256], [-0.863, -1.521, -3.167], [-0.774, -0.919, -1.924], [-0.685, -1.622, -0.795], [-0.740, -2.961, -0.866], [-0.854, -3.631, -2.070], [-0.563, -3.686, 0.460], [-0.674, -4.897, 0.526], [-0.247, -2.895, 1.438], [-0.896, -0.942, -4.079], [-0.758, 0.161, -1.810], [-0.864, -4.711, -2.092], [3.413, 0.007, -0.730], [2.402, -1.227, 0.175], [3.624, -1.759, 1.437], [2.454, -2.639, -0.981], [2.403, -3.944, -0.494], [2.315, -5.021, -1.364], [2.267, -4.811, -2.734], [2.328, -3.518, -3.232], [2.428, -2.443, -2.363], [2.837, 0.447, -1.542], [4.326, -0.440, -1.130], [3.661, 0.811, -0.037], [4.495, -2.235, 0.981], [3.154, -2.445, 2.141], [3.934, -0.877, 1.996], [2.378, -4.122, 0.575], [2.223, -6.021, -0.963], [2.121, -5.641, -3.412], [2.239, -3.347, -4.298], [2.439, -1.441, -2.773]],
  "forces_ev_per_angstrom": [[0.1, 0.1, 0.0], [0.0, 0.0, 0.0], [0.0, 0.0, 0.0], [0.0, 0.0, 0.0], [0.0, 0.0, 0.0], [0.1, 0.0, 0.0], [-0.1, -0.1, -0.1], [0.0, 0.0, 0.1], [0.0, 0.1, 0.0], [0.0, 0.0, 0.0], [0.0, 0.0, 0.0], [0.0, 0.0, 0.0], [0.0, 0.0, 0.0], [0.0, 0.0, 0.1], [-0.1, 0.1, 0.0], [0.2, 0.0, 0.0], [0.0, 0.0, 0.0], [0.0, 0.0, 0.0], [0.0, 0.1, 0.0], [0.0, 0.0, 0.0], [-0.1, 0.0, 0.0], [0.0, 0.0, 0.0], [0.0, 0.0, 0.0], [0.0, 0.0, 0.0], [0.0, 0.0, 0.0], [0.0, 0.1, 0.0], [0.0, 0.0, -0.1], [-0.2, 0.0, -0.1], [0.0, 0.0, 0.0], [-0.1, 0.0, 0.0], [0.0, 0.0, -0.1], [0.0, 0.0, 0.0], [0.0, 0.0, 0.0], [0.1, -0.1, 0.0], [0.0, 0.0, 0.0], [0.1, 0.0, 0.0], [0.0, 0.0, 0.0], [0.0, 0.0, 0.0], [0.0, 0.0, 0.0], [0.0, 0.0, 0.0], [0.0, 0.0, 0.0], [0.0, 0.0, 0.0], [0.0, 0.0, 0.0], [0.0, 0.0, 0.0], [0.0, 0.0, 0.0], [0.0, 0.0, 0.0], [0.0, 0.0, 0.0], [0.0, 0.0, 0.0], [0.0, 0.0, 0.0], [0.0, 0.0, 0.1], [0.0, 0.0, 0.0], [0.0, 0.0, 0.0], [0.0, 0.0, 0.0], [0.0, 0.0, -0.1], [0.0, 0.0, 0.1], [0.1, 0.1, 0.0], [0.0, 0.0, 0.0], [0.1, 0.0, 0.0], [0.0, 0.0, 0.0], [0.0, -0.1, 0.1], [0.0, 0.0, 0.0], [0.0, 0.0, 0.0], [0.0, 0.0, 0.0], [0.0, 0.0, 0.0], [-0.1, 0.0, 0.0], [0.0, 0.0, 0.0], [0.1, 0.0, 0.0], [0.0, 0.0, 0.0], [0.0, 0.0, 0.0], [0.0, 0.0, 0.0], [0.0, 0.0, 0.0], [0.0, 0.0, 0.0], [0.0, 0.0, 0.0], [0.0, 0.0, 0.0], [0.0, 0.0, 0.0], [0.0, 0.0, 0.0], [0.0, 0.0, 0.0], [0.0, 0.0, 0.0], [0.0, 0.0, 0.0], [0.0, 0.0, 0.0], [0.0, 0.0, 0.0], [0.0, 0.0, 0.0], [0.0, 0.0, 0.0]],
  "total_charge": -2,
  "total_energy_ev": -114593.39985,
  "e_homo_ev": -2.6,
  "orbital_gap_ev": 6.630
}

[2]
{
  "formula": "C35H26F2IN6O2SeTa",
  "method": "the ωB97M-V functional and the def2-TZVPD basis",
  "elements": ["Ta", "C", "C", "N", "C", "C", "C", "O", "C", "C", "N", "C", "C", "C", "C", "C", "C", "I", "C", "O", "H", "H", "H", "H", "H", "H", "H", "H", "H", "H", "H", "H", "F", "C", "C", "C", "C", "C", "F", "C", "C", "C", "C", "C", "C", "N", "H", "H", "H", "H", "H", "H", "N", "C", "C", "C", "C", "C", "C", "C", "C", "N", "C", "H", "H", "H", "H", "H", "H", "H", "H", "Se", "C", "N"],
  "positions_angstrom": [[-0.295, 1.924, 0.185], [-4.650, 3.301, -0.040], [-4.498, 1.952, 0.574], [-5.587, 1.277, 0.927], [-5.497, 0.094, 1.520], [-4.305, -0.538, 1.855], [-4.295, -1.872, 2.562], [-3.503, -1.845, 3.738], [-3.129, 0.138, 1.490], [-1.824, -0.379, 1.840], [-0.673, 0.019, 1.400], [0.507, -0.671, 1.965], [0.334, -2.126, 2.314], [1.203, -2.761, 3.095], [2.379, -2.076, 3.712], [3.420, -0.211, 3.132], [2.356, 0.249, 2.169], [0.961, 3.323, 2.038], [-3.257, 1.364, 0.830], [-2.096, 1.980, 0.524], [-5.672, 3.636, 0.111], [-4.450, 3.264, -1.111], [-3.959, 4.016, 0.408], [-6.442, -0.380, 1.762], [-3.856, -2.637, 1.916], [-5.320, -2.185, 2.766], [-4.033, -1.540, 4.483], [-1.849, -1.191, 2.562], [-0.489, -2.666, 1.865], [1.054, -3.812, 3.303], [2.706, -2.590, 4.615], [4.221, 0.428, 3.489], [2.086, -0.222, 5.312], [2.170, -0.582, 4.010], [1.167, 0.160, 3.094], [1.835, -0.518, 1.166], [2.622, -1.603, 0.527], [3.536, -2.090, 1.391], [4.379, -3.075, 1.077], [3.645, -1.708, 2.829], [2.361, -2.145, -0.822], [3.005, -3.299, -1.286], [2.762, -3.758, -2.564], [1.879, -3.058, -3.365], [1.252, -1.956, -2.818], [1.454, -1.500, -1.576], [0.639, 0.978, 3.570], [4.561, -2.119, 3.245], [3.690, -3.835, -0.657], [3.262, -4.646, -2.926], [1.664, -3.358, -4.380], [0.544, -1.410, -3.422], [-0.780, 0.433, -1.410], [-0.336, 0.894, -2.707], [-0.916, 0.609, -3.905], [-0.304, 1.083, -5.086], [0.869, 1.786, -5.040], [1.476, 2.092, -3.799], [2.685, 2.802, -3.646], [3.179, 3.035, -2.387], [2.445, 2.631, -1.271], [1.288, 1.977, -1.365], [0.837, 1.661, -2.625], [-0.217, -0.415, -1.184], [-1.772, 0.193, -1.419], [-1.826, 0.027, -3.963], [-0.769, 0.868, -6.037], [1.339, 2.130, -5.952], [3.212, 3.157, -4.522], [4.111, 3.560, -2.237], [2.797, 2.860, -0.275], [-0.767, 4.322, -0.795], [-1.922, 3.535, -2.004], [-2.605, 3.017, -2.776]],
  "forces_ev_per_angstrom": [[0.4, 0.4, -0.2], [0.0, 0.1, -0.1], [0.1, -0.2, 0.1], [0.0, 0.2, -0.1], [0.0, -0.3, 0.1], [0.0, 0.2, -0.1], [0.0, -0.1, 0.0], [0.0, 0.0, 0.1], [-0.4, 0.4, -0.2], [0.2, -0.2, -0.1], [-0.1, 0.1, 0.3], [-0.2, 0.0, 0.0], [0.0, 0.0, 0.1], [-0.1, 0.0, 0.0], [0.0, -0.1, 0.1], [0.1, 0.0, 0.0], [-0.1, -0.2, -0.3], [0.0, 0.1, 0.0], [0.0, -0.5, 0.3], [-0.7, 0.3, 0.1], [0.0, 0.0, 0.0], [0.0, 0.0, 0.0], [0.0, 0.0, 0.0], [0.0, 0.0, 0.0], [0.0, 0.0, 0.0], [0.0, 0.0, 0.0], [0.0, 0.0, 0.0], [0.1, 0.0, 0.0], [0.0, 0.0, -0.1], [0.0, 0.0, 0.0], [0.0, 0.0, 0.0], [0.0, 0.0, 0.0], [0.0, 0.0, 0.0], [0.0, 0.1, 0.1], [0.0, -0.2, -0.1], [0.2, 0.2, 0.1], [0.2, 0.0, 0.2], [-0.1, 0.0, -0.1], [0.0, 0.0, 0.0], [0.1, 0.0, -0.1], [0.0, -0.1, 0.0], [0.0, 0.1, 0.0], [0.0, 0.0, 0.0], [0.0, 0.0, 0.0], [0.0, 0.0, 0.0], [0.0, 0.0, 0.0], [0.0, 0.0, 0.1], [0.0, 0.0, 0.0], [0.0, 0.0, 0.0], [0.0, 0.0, 0.0], [0.0, 0.0, 0.0], [-0.1, 0.1, 0.0], [-0.2, -0.2, 0.0], [0.3, 0.1, 0.0], [0.1, 0.1, 0.1], [0.0, 0.0, 0.0], [0.0, 0.0, 0.0], [-0.1, -0.1, 0.1], [0.0, 0.0, 0.1], [0.0, 0.0, 0.0], [0.0, -0.1, 0.0], [0.4, -0.1, -0.1], [-0.1, -0.1, -0.1], [0.2, 0.0, -0.1], [0.0, 0.0, 0.0], [0.0, 0.0, 0.0], [0.0, 0.0, 0.0], [0.0, 0.0, 0.0], [0.0, 0.0, 0.0], [0.0, 0.0, 0.0], [0.0, 0.0, 0.0], [-0.1, -0.1, -0.1], [0.1, 0.2, -0.1], [0.0, -0.1, 0.1]],
  "total_charge": 2,
  "total_energy_ev": -130170.79490,
  "e_homo_ev": -13.7,
  "orbital_gap_ev": 5.823
}

[3]
{
  "formula": "C35H26GeN3O2V",
  "method": "the ωB97M-V functional and the def2-TZVPD basis",
  "elements": ["V", "O", "C", "O", "C", "C", "C", "N", "C", "C", "C", "C", "C", "C", "C", "N", "C", "C", "C", "C", "C", "N", "H", "H", "H", "H", "H", "H", "H", "H", "H", "H", "C", "Ge", "C", "C", "C", "C", "C", "C", "C", "C", "C", "C", "C", "C", "C", "C", "C", "C", "C", "C", "H", "H", "H", "H", "H", "H", "H", "H", "H", "H", "H", "H", "H", "H", "H", "H"],
  "positions_angstrom": [[-0.947, 0.155, 0.229], [4.144, 0.555, -4.321], [3.713, -0.530, -3.918], [4.010, -1.713, -4.110], [2.497, -0.369, -2.937], [2.012, 0.900, -2.640], [0.952, 1.013, -1.766], [0.408, -0.086, -1.217], [0.841, -1.321, -1.519], [1.896, -1.497, -2.388], [0.063, -2.389, -0.865], [0.245, -3.731, -1.150], [-0.541, -4.670, -0.503], [-1.496, -4.245, 0.409], [-1.637, -2.891, 0.633], [-0.884, -1.976, 0.010], [0.230, 2.255, -1.432], [0.638, 3.498, -1.879], [-0.170, 4.596, -1.632], [-1.377, 4.415, -0.980], [-1.707, 3.149, -0.535], [-0.910, 2.092, -0.721], [2.504, 1.731, -3.132], [2.306, -2.453, -2.689], [0.993, -4.034, -1.868], [-0.411, -5.724, -0.712], [-2.126, -4.946, 0.936], [-2.371, -2.518, 1.336], [1.568, 3.599, -2.418], [0.133, 5.579, -1.967], [-2.054, 5.237, -0.800], [-2.631, 2.970, -0.006], [0.078, 0.320, 1.661], [-0.496, 1.872, 2.746], [-0.204, 1.430, 4.615], [0.078, 0.133, 5.032], [0.263, -0.144, 6.380], [0.167, 0.873, 7.318], [-0.112, 2.170, 6.909], [-0.293, 2.448, 5.563], [0.472, 3.452, 2.136], [0.021, 4.754, 2.352], [0.770, 5.842, 1.927], [1.981, 5.643, 1.280], [2.444, 4.353, 1.061], [1.693, 3.267, 1.488], [-2.420, 1.957, 2.313], [-3.227, 3.070, 2.535], [-4.545, 3.096, 2.097], [-5.090, 2.013, 1.419], [-4.321, 0.878, 1.218], [-3.006, 0.860, 1.670], [0.953, -0.253, 1.964], [0.154, -0.672, 4.311], [0.486, -1.155, 6.696], [0.313, 0.657, 8.367], [-0.181, 2.967, 7.639], [-0.492, 3.470, 5.257], [-0.919, 4.939, 2.859], [0.410, 6.846, 2.110], [2.569, 6.492, 0.956], [3.393, 4.191, 0.565], [2.070, 2.265, 1.310], [-2.837, 3.936, 3.054], [-5.154, 3.971, 2.286], [-6.115, 2.046, 1.076], [-4.747, 0.008, 0.733], [-2.458, -0.097, 1.672]],
  "forces_ev_per_angstrom": [[0.3, 0.4, 0.3], [0.1, 0.0, 0.0], [-0.2, 0.0, 0.1], [0.1, 0.0, 0.0], [0.2, 0.0, -0.1], [0.0, -0.1, 0.1], [0.1, -0.2, -0.2], [-0.2, 0.0, 0.1], [0.2, 0.1, -0.1], [-0.1, 0.0, 0.1], [-0.1, -0.2, 0.0], [0.0, 0.0, 0.1], [0.0, 0.0, 0.0], [0.0, 0.0, 0.0], [0.0, 0.0, 0.0], [0.0, 0.2, -0.2], [0.0, 0.1, -0.1], [-0.1, 0.0, 0.0], [0.0, 0.0, 0.0], [0.0, 0.0, 0.0], [0.0, 0.0, 0.0], [0.0, -0.3, 0.0], [0.0, 0.0, 0.0], [0.0, 0.0, 0.0], [0.0, 0.0, 0.0], [0.0, 0.0, 0.0], [0.0, 0.0, 0.0], [0.0, 0.0, 0.0], [0.0, 0.0, 0.0], [0.0, 0.0, 0.0], [0.0, 0.0, 0.0], [0.0, 0.0, 0.0], [-0.1, -0.1, -0.3], [0.0, -0.1, 0.2], [0.0, 0.1, -0.1], [0.0, 0.0, 0.0], [0.0, 0.0, 0.0], [0.0, 0.0, 0.0], [0.0, 0.0, 0.0], [0.0, 0.0, 0.0], [-0.1, -0.1, 0.0], [0.0, 0.0, 0.0], [0.0, 0.0, 0.0], [0.0, 0.0, 0.0], [0.0, 0.0, 0.0], [0.0, 0.0, 0.0], [0.0, -0.1, 0.0], [0.0, 0.0, 0.0], [0.0, 0.0, 0.0], [0.0, 0.0, 0.0], [0.0, -0.1, -0.1], [0.1, 0.0, 0.0], [0.0, 0.0, 0.0], [0.0, 0.0, 0.0], [0.0, 0.0, 0.0], [0.0, 0.0, 0.0], [0.0, 0.0, 0.0], [0.0, 0.0, 0.0], [0.0, 0.0, 0.0], [0.0, 0.0, 0.0], [0.0, 0.0, 0.0], [0.0, 0.0, 0.0], [0.0, 0.0, 0.0], [0.0, 0.0, 0.0], [0.0, 0.0, 0.0], [0.0, 0.0, 0.0], [0.0, 0.0, 0.0], [-0.1, -0.1, 0.0]],
  "spin_multiplicity": 2,
  "total_charge": 1,
  "total_energy_ev": -127479.13848,
  "e_homo_ev": [-10.3, -10.3],
  "orbital_gap_ev": [5.702, 5.875]
}